Record 1
Density functional theory data (ωB97M-V/def2-TZVPD) for 2 unconnected molecules or ions with the total composition C12H19F4NO6 in a non-equilibrium geometry.

Its calculated total energy is -37390.35656 eV. Its SMILES is CCOC(=O)N(CCOC=O)[C@@H](C)F.CCOC(=O)C(F)(F)F. The calculation puts the HOMO-LUMO gap at 10.665 eV. Its net charge is 0. As for the strongest force on any atom: 9.62 eV/A.

Structure (XYZ):
```
42
Properties=species:S:1:pos:R:3:forces:R:3:lowdin_charge:R:1
C 3.652631 2.196644 2.440216 -0.31 -0.46 0.57 -0.095
C 2.490334 1.520505 1.446250 3.14 -0.06 -0.98 -0.218
O 1.139497 1.646764 2.015172 -1.80 -2.35 -2.02 -0.091
C 0.102879 1.091350 1.131292 1.29 2.24 -7.04 -0.233
O 0.111280 1.468351 -0.176976 -0.14 -2.02 9.40 -0.019
N -0.963813 0.077117 1.595416 2.89 1.65 1.20 -0.028
C -1.833772 0.872570 2.543520 -1.52 1.63 0.34 -0.137
C -3.198706 0.110791 3.040636 0.06 -0.59 1.25 -0.144
O -4.452565 0.862126 2.700463 -0.38 -3.03 -2.78 -0.147
C -5.232298 0.011734 1.742310 -3.37 -4.53 2.21 -0.124
O -5.911165 -1.090426 2.100685 4.88 7.34 -1.98 -0.038
C -0.160790 -0.999297 2.291253 0.82 -1.39 0.26 -0.256
C -0.972745 -2.415580 2.529069 0.82 0.37 -0.48 -0.045
F 0.969983 -1.340900 1.349099 -2.38 0.90 1.78 -0.094
H 3.185205 2.557589 3.472575 0.91 -0.57 -2.39 0.089
H 4.198226 3.069156 1.879921 -1.19 -1.64 1.26 0.078
H 4.467096 1.379452 2.744872 -1.86 1.75 -0.86 0.086
H 2.848482 0.397362 1.294734 -1.45 2.21 0.45 0.131
H 2.621936 2.033150 0.386242 -0.88 -0.96 2.31 0.133
H -1.256772 1.308372 3.479632 -0.98 -1.14 -1.77 0.144
H -2.195795 1.831333 1.931454 0.75 -2.15 1.27 0.163
H -3.192103 0.074662 4.232741 0.02 -0.09 -2.68 0.150
H -3.354363 -0.965716 2.606309 0.81 2.03 0.97 0.115
H -5.312517 0.346078 0.614465 0.44 -0.20 2.42 0.168
H 0.369683 -0.585361 3.265078 -1.02 -0.95 -1.98 0.170
H -0.161965 -3.274642 2.552295 -1.62 1.91 0.10 0.100
H -1.658211 -2.632054 1.595096 1.23 0.59 2.07 0.104
H -1.543346 -2.394822 3.552489 0.97 -0.03 -2.13 0.091
C -0.011214 0.015517 -2.608089 -0.31 -0.03 -0.41 -0.065
C 1.434865 0.103861 -3.059354 -0.45 0.52 0.72 -0.205
O 1.699772 -0.858151 -4.091902 0.01 -0.04 -2.24 0.007
C 1.344338 -0.490838 -5.365208 -0.79 2.53 2.03 -0.327
O 0.822881 0.584337 -5.645623 1.22 -2.66 0.06 0.141
C 1.725632 -1.581455 -6.365123 0.42 -1.84 -1.71 -0.473
F 1.400613 -2.833438 -5.930988 0.12 1.23 -0.03 0.138
F 3.066950 -1.602848 -6.612016 -1.00 0.38 0.48 0.140
F 1.118505 -1.431509 -7.574226 0.39 0.28 1.35 0.141
H -0.257656 -1.006766 -2.303834 0.14 0.09 0.07 0.087
H -0.196485 0.690294 -1.767874 0.06 -0.45 -0.57 0.032
H -0.694762 0.278795 -3.421338 0.16 0.02 0.00 0.079
H 2.095541 -0.140099 -2.220856 0.01 -0.23 -0.34 0.124
H 1.694715 1.115996 -3.389874 -0.10 -0.27 -0.18 0.127
```
Positions in Å, forces in eV/Å.

Record 2
Density functional theory data (ωB97M-V/def2-TZVPD) for a molecular structure, C52H60ClGeNO6PS2Sc in a non-equilibrium geometry.

Its calculated total energy is -189374.79029 eV. The energy above the lowest of the compared OMol25 structures with the same formula, charge and spin is 9.16 kcal per mole. The calculation puts the HOMO-LUMO gap at 4.949 eV. Its net charge is -2. As for the strongest force on any atom: 1.08 eV/A.

Structure (XYZ):
```
125
Properties=species:S:1:pos:R:3:forces:R:3:lowdin_charge:R:1
Sc -0.026214 -0.859286 -0.873270 -0.44 -0.86 -0.47 0.888
O -1.929562 1.376862 -1.189773 0.18 0.30 -0.21 -0.532
S -1.029155 2.455635 -1.730432 -0.27 -0.24 -0.07 0.995
C -0.723357 2.261476 -3.527076 -0.19 -0.14 0.04 -0.284
C -1.928804 2.254669 -4.464772 0.04 0.01 -0.01 -0.213
C -2.869296 1.047102 -4.378702 0.01 0.02 0.14 -0.215
C -2.337348 -0.248148 -5.002772 0.10 -0.02 -0.07 -0.299
S -1.837892 -1.508289 -3.792215 0.00 0.13 0.04 1.054
O -1.019751 -0.627814 -2.891773 0.02 0.14 0.14 -0.596
C -3.442539 -1.769667 -3.056328 0.00 -0.10 0.00 -0.372
C -4.220448 -2.787527 -3.586684 0.01 -0.01 0.02 -0.084
C -5.451295 -3.067077 -3.013579 0.00 0.01 0.00 -0.088
C -5.873447 -2.349471 -1.902617 0.01 0.00 0.00 -0.082
C -5.071632 -1.350714 -1.368104 -0.01 -0.01 -0.01 -0.046
C -3.848645 -1.046006 -1.948038 0.01 -0.03 0.04 -0.063
C -2.151365 3.864011 -1.914699 0.12 0.09 0.12 -0.366
C -1.612970 5.098963 -2.258561 0.02 0.03 0.01 -0.083
C -2.439874 6.209116 -2.346276 0.02 0.02 -0.02 -0.096
C -3.798640 6.092318 -2.072440 0.02 -0.03 0.00 -0.112
C -4.323944 4.861860 -1.701896 0.00 0.01 -0.02 -0.089
C -3.499731 3.745829 -1.618157 0.04 -0.10 0.02 -0.066
H -0.130854 1.351200 -3.580392 0.03 -0.02 0.03 0.051
H -0.053319 3.098201 -3.747892 -0.01 0.00 0.02 0.098
H -1.555983 2.353449 -5.492054 0.02 -0.02 0.01 0.111
H -2.525414 3.150396 -4.274925 0.01 0.03 -0.06 0.096
H -3.803928 1.302902 -4.884834 0.01 0.04 0.02 0.111
H -3.117532 0.886599 -3.327232 0.00 0.00 -0.11 0.080
H -1.413622 -0.070994 -5.562625 -0.04 0.01 -0.03 0.084
H -3.057315 -0.715968 -5.677752 0.00 -0.03 0.02 0.084
H -3.843318 -3.388031 -4.407225 -0.01 0.00 0.01 0.109
H -6.055337 -3.877515 -3.402399 0.00 0.01 0.00 0.095
H -6.812883 -2.599083 -1.424729 0.00 0.00 0.00 0.096
H -5.373431 -0.831057 -0.468243 0.00 0.00 0.01 0.113
H -3.194905 -0.298772 -1.515437 0.02 -0.02 0.02 0.083
H -0.544403 5.184878 -2.435901 -0.04 0.01 -0.01 0.113
H -2.021885 7.172156 -2.615360 0.00 -0.01 0.00 0.095
H -4.441533 6.962499 -2.133825 0.01 -0.01 0.00 0.090
H -5.379337 4.771353 -1.471782 0.02 -0.01 0.00 0.096
H -3.873008 2.774153 -1.314949 0.00 0.01 0.00 0.109
O -3.089317 -2.866523 1.217910 0.01 0.02 -0.01 0.039
C -2.281284 -2.494245 0.382350 -0.08 0.22 -0.01 -0.570
O -1.672910 -1.348167 0.385208 0.13 0.05 0.10 -0.188
C -1.945964 -3.393000 -0.864719 0.10 0.06 -0.16 -0.598
O -2.531597 -4.458024 -1.022754 -0.03 -0.03 0.00 0.023
O -1.083454 -2.865814 -1.653894 0.02 0.10 0.13 -0.179
Cl -2.555929 0.960558 2.609176 -0.03 -0.08 -0.04 0.762
C -1.476012 1.601782 3.794896 0.15 -0.02 0.00 -0.687
C -1.815678 2.781063 4.438385 -0.01 0.03 0.00 -0.122
C -0.932790 3.349985 5.343171 -0.02 0.00 0.00 -0.105
C 0.281144 2.731881 5.596255 0.02 -0.01 0.01 -0.097
C 0.601994 1.541719 4.957540 0.01 0.00 0.00 -0.085
C -0.267937 0.939582 4.050016 -0.05 0.04 -0.09 -0.387
P 0.159755 -0.548366 3.037728 0.08 -0.06 0.21 1.129
C -0.906356 -1.830895 3.817704 -0.06 0.05 -0.02 -0.367
C -0.802357 -3.120655 3.300555 -0.01 -0.01 -0.07 -0.088
C -1.556258 -4.156801 3.825324 -0.01 0.01 0.03 -0.074
C -2.433219 -3.919082 4.873915 0.02 0.02 -0.02 -0.101
C -2.548612 -2.637851 5.392396 -0.01 0.00 0.00 -0.098
C -1.788530 -1.600415 4.868188 0.01 0.00 0.04 -0.107
C 1.745711 -1.041193 3.854820 -0.04 0.01 0.04 -0.363
C 1.810998 -1.495378 5.174464 0.02 -0.01 -0.01 -0.099
C 3.025830 -1.820868 5.754618 -0.01 -0.01 0.01 -0.095
C 4.201807 -1.697658 5.021705 -0.02 0.02 -0.03 -0.101
C 4.147174 -1.277461 3.702874 0.03 0.01 0.05 -0.094
C 2.923665 -0.967641 3.118851 0.01 0.06 -0.04 -0.110
H -2.759413 3.254975 4.202860 0.00 -0.01 0.00 0.097
H -1.189365 4.280251 5.835330 -0.01 0.00 0.00 0.093
H 0.985916 3.175816 6.288837 0.00 0.00 0.00 0.094
H 1.557282 1.075977 5.158837 0.00 0.01 0.00 0.095
H -0.145508 -3.314784 2.459526 0.00 0.02 0.00 0.095
H -1.483990 -5.142590 3.384391 0.00 0.00 0.00 0.107
H -3.041002 -4.724325 5.269330 0.00 0.00 0.00 0.090
H -3.240301 -2.437160 6.202982 0.00 0.00 0.00 0.090
H -1.891587 -0.606491 5.286762 0.00 0.01 -0.02 0.092
H 0.895017 -1.598990 5.745261 0.01 0.01 0.01 0.106
H 3.057149 -2.176619 6.778025 0.00 0.00 0.00 0.093
H 5.154198 -1.948666 5.473772 0.00 -0.01 0.00 0.092
H 5.055170 -1.208110 3.116897 -0.02 -0.01 0.01 0.093
H 2.882544 -0.694505 2.070510 -0.01 0.08 0.02 0.086
C 0.283080 2.933329 0.980522 -0.01 0.13 0.08 -0.104
C 1.734773 3.097971 0.516428 -0.06 -0.11 0.04 -0.366
C 2.616352 2.179753 1.368111 -0.04 -0.05 0.02 -0.072
C 2.110096 2.899638 -0.949405 -0.02 0.12 0.07 -0.179
C 2.782945 3.961408 -1.542210 -0.15 -0.04 -0.01 -0.108
C 3.395223 3.869694 -2.786072 0.01 0.00 -0.04 -0.157
C 3.403065 2.616590 -3.391445 -0.04 0.04 0.02 -0.102
C 2.755660 1.516403 -2.851975 0.11 -0.02 -0.13 -0.161
C 2.998555 0.188818 -3.556772 0.05 -0.02 0.06 -0.376
C 3.610260 -0.837324 -2.598716 -0.05 0.03 -0.11 -0.086
C 1.804686 -0.403908 -4.308465 0.08 -0.01 0.01 -0.074
C 1.963640 1.630901 -1.641255 -0.49 -0.01 -0.15 -0.353
N 1.103779 0.682843 -1.254920 0.37 0.15 0.19 -0.110
H 0.258569 3.050176 2.068782 -0.01 -0.01 0.05 0.064
H -0.119909 1.951341 0.734546 0.05 0.00 0.02 0.032
H -0.380373 3.700919 0.569175 0.08 -0.03 -0.03 0.061
H 2.002001 4.135474 0.748543 0.10 0.01 0.02 0.112
H 2.277131 1.156192 1.211866 0.04 -0.09 -0.03 0.045
H 2.531306 2.415395 2.434248 -0.02 -0.02 0.01 0.069
H 3.665368 2.243260 1.070132 -0.01 0.02 0.02 0.082
H 2.837922 4.901348 -0.996701 0.00 0.00 0.03 0.089
H 3.903298 4.717444 -3.230760 0.00 0.00 0.00 0.064
H 3.953743 2.482605 -4.320853 0.00 -0.01 0.01 0.090
H 3.757053 0.405533 -4.319735 0.02 0.00 0.01 0.110
H 2.920395 -1.049874 -1.783641 -0.03 -0.03 0.07 0.035
H 4.538997 -0.451270 -2.169202 -0.04 0.03 -0.04 0.075
H 3.833111 -1.778053 -3.115281 0.00 0.02 0.00 0.075
H 0.998814 -0.669233 -3.631046 0.09 0.02 -0.03 0.032
H 2.115920 -1.307272 -4.844188 -0.01 0.00 -0.02 0.075
H 1.413981 0.307747 -5.044476 0.01 0.01 0.01 0.074
C 3.112662 -4.888602 -1.016457 -0.02 0.04 -0.04 -0.231
Ge 2.968478 -3.456725 0.338682 0.01 -0.07 -0.14 0.715
C 3.018242 -4.392047 2.091612 -0.04 0.00 0.02 -0.222
C 4.729161 -2.558167 0.242324 0.00 0.04 0.01 -0.213
C 1.322440 -2.499905 0.073547 0.15 0.09 0.30 -0.366
H 3.936571 -5.573203 -0.798830 0.01 0.01 0.02 0.000
H 3.278612 -4.446964 -2.001918 -0.01 -0.01 0.00 0.003
H 2.181013 -5.456477 -1.057184 0.01 0.00 0.00 0.012
H 3.923798 -4.996898 2.197483 0.01 0.01 -0.01 0.003
H 2.151099 -5.051532 2.180606 0.01 0.00 -0.01 0.008
H 2.982496 -3.676649 2.917627 -0.01 -0.08 -0.05 -0.014
H 5.494946 -3.332897 0.347231 0.02 0.03 0.02 0.009
H 4.871528 -1.830896 1.042422 -0.01 0.02 -0.05 -0.018
H 4.873500 -2.050353 -0.710843 -0.02 -0.05 0.06 -0.019
H 1.025126 -2.186105 1.088943 0.02 0.00 -0.02 -0.097
H 0.648767 -3.331904 -0.174793 -0.05 0.04 0.04 -0.032
```
Positions in Å, forces in eV/Å.

Record 3
Density functional theory data (ωB97M-V/def2-TZVPD) for C5H4 in the gas phase in a non-equilibrium geometry.

Its calculated total energy is -5242.02508 eV. The expectation value of S² is 2.023. The spin multiplicity is 3. The energy above the lowest of the compared OMol25 structures with the same formula, charge and spin is 20.03 kcal per mole. The calculation puts the HOMO-LUMO gap (alpha / beta) at 7.558 / 7.622 eV. Its net charge is 0. As for the strongest force on any atom: 4.65 eV/A.

Structure (XYZ):
```
9
Properties=species:S:1:pos:R:3:forces:R:3:lowdin_spin:R:1
C 2.576346 -0.032223 0.094571 1.76 -0.41 0.08 0.432
C 1.365371 -0.025726 0.099725 -2.97 0.67 0.03 0.148
C -1.124641 -0.825202 0.043993 -1.40 0.44 0.20 0.726
C 0.036459 -0.007272 0.167169 -0.79 1.11 0.07 0.440
C -1.416779 0.652766 0.024864 2.73 -2.86 2.44 0.120
H 3.517104 -0.300611 -0.271059 0.96 0.13 -0.17 0.036
H -1.482918 -1.797585 -0.232710 -0.07 0.05 -0.21 0.043
H -1.591777 1.202348 -0.811601 -0.46 1.17 -2.77 0.023
H -1.879162 1.133506 0.885052 0.25 -0.29 0.33 0.033
```
Positions in Å, forces in eV/Å.

Record 4
Density functional theory data (ωB97M-V/def2-TZVPD) for a molecular structure, C24H30N7O4PRhS2 in a non-equilibrium geometry.

Its calculated total energy is -77962.59144 eV. The expectation value of S² is 0.755. The spin multiplicity is 2. The energy above the lowest of the compared OMol25 structures with the same formula, charge and spin is 21.98 kcal per mole. The calculation puts the HOMO-LUMO gap (alpha / beta) at 5.548 / 5.787 eV. Its net charge is 0. As for the strongest force on any atom: 1.99 eV/A.

Structure (XYZ):
```
69
Properties=species:S:1:pos:R:3:forces:R:3:lowdin_spin:R:1
Rh 0.175372 0.929693 -0.462992 -0.52 1.88 0.40 0.781
C -0.024303 -5.828347 1.970051 0.01 0.00 -0.03 0.000
C 0.593105 -4.955901 0.901758 0.13 -0.08 -0.04 0.001
O -0.071914 -3.688350 0.916029 -0.07 0.20 0.02 0.006
P 0.784497 -2.332470 0.783887 -0.13 -0.05 0.31 0.019
S -0.639503 -0.921406 0.915491 -0.04 -0.13 -0.20 0.085
S 2.066428 -2.382021 -0.673598 0.01 -0.18 -0.26 0.007
O 1.657852 -2.325625 2.153635 0.19 0.05 -0.22 0.001
C 1.050257 -2.060805 3.418538 -0.05 -0.10 0.12 0.002
C 1.349021 -0.643234 3.853575 -0.04 0.02 -0.07 0.000
H 0.408601 -6.826962 1.935959 0.04 -0.07 0.00 0.000
H -1.099552 -5.912976 1.821397 -0.04 0.00 -0.02 0.000
H 0.152655 -5.409408 2.959621 0.01 0.04 0.04 0.000
H 0.461824 -5.384241 -0.094332 0.02 -0.01 0.04 0.000
H 1.666301 -4.818888 1.066597 -0.09 -0.03 0.00 0.000
H 1.485219 -2.783458 4.112927 -0.06 0.02 0.02 0.000
H -0.026362 -2.239453 3.364605 0.02 0.04 0.02 0.002
H 2.422687 -0.487279 3.948487 0.09 0.00 -0.02 0.000
H 0.882066 -0.436359 4.814725 -0.04 0.02 0.12 0.000
H 0.948630 0.051472 3.114919 -0.01 -0.03 0.02 0.000
O -4.982012 6.461261 1.031952 -0.25 -0.34 -0.45 0.000
N -4.862252 5.502125 0.292804 0.14 -0.21 -0.18 0.000
O -5.660885 5.167964 -0.572425 0.35 0.55 0.69 0.000
C -3.627336 4.671624 0.458407 -0.15 0.32 0.22 0.000
C -2.755694 5.125774 1.390079 -0.02 -0.25 -0.20 0.000
C -1.555434 4.399775 1.680372 -0.21 0.19 0.00 0.000
C -0.661721 4.783225 2.697479 0.02 -0.13 -0.07 0.001
C 0.422625 3.986984 2.959184 -0.13 -0.06 -0.19 0.000
C 0.617978 2.840006 2.172199 0.00 0.08 -0.08 0.001
N -0.186831 2.492389 1.185129 0.36 -0.46 0.06 0.003
C -1.279583 3.245015 0.949314 -0.08 -0.11 -0.08 0.003
C -2.208480 2.786134 -0.063723 0.23 -0.09 0.24 0.005
N -1.871979 1.645126 -0.699758 0.22 -0.45 -0.39 0.031
C -2.719698 1.093444 -1.545892 -0.05 0.12 -0.02 0.002
C -3.947813 1.694763 -1.846192 0.16 0.04 0.14 0.001
C -4.287917 2.880870 -1.250180 -0.10 -0.04 -0.03 -0.001
C -3.410773 3.461579 -0.306197 -0.18 0.12 -0.04 0.001
H -2.982216 6.032536 1.932801 -0.01 -0.03 -0.02 0.000
H -0.847567 5.686125 3.262468 -0.03 0.03 0.04 0.000
H 1.125063 4.225612 3.742880 0.03 0.00 0.03 0.000
H 1.468977 2.193049 2.346277 0.00 0.02 -0.05 0.000
H -2.390284 0.170608 -2.008789 0.03 0.03 -0.01 0.000
H -4.612358 1.225023 -2.554736 -0.03 -0.03 -0.03 0.000
H -5.224343 3.360302 -1.485554 0.13 -0.09 0.01 0.000
N 4.523151 -1.053323 0.773234 0.63 0.61 0.30 0.001
C 4.939079 0.130954 1.230678 0.23 -0.65 0.04 0.002
N 6.059020 0.163343 1.990479 0.07 0.01 0.08 0.001
N 4.344901 1.286508 1.028195 0.22 0.14 0.20 0.007
C 3.251642 1.331634 0.333004 -0.25 0.32 -0.24 0.017
N 2.282744 1.530928 -0.270793 -0.27 -0.66 -0.25 0.009
H 4.989034 -1.902869 1.040929 -0.07 0.02 0.01 0.000
H 3.670707 -1.159192 0.235972 -0.46 -0.17 -0.15 0.000
H 6.680725 -0.625151 2.023192 -0.04 0.08 -0.01 0.000
H 6.418728 1.072516 2.228220 -0.02 -0.10 -0.04 0.000
C 1.034433 -2.329974 -4.614667 0.01 0.01 -0.02 0.000
C -0.298088 -1.695047 -4.199175 0.08 -0.04 0.09 0.002
C -0.912779 -0.941332 -5.381744 0.00 0.01 -0.02 0.001
C -1.257621 -2.797167 -3.732603 -0.02 0.02 0.04 0.001
C -0.066174 -0.772652 -3.077738 0.04 0.66 0.06 0.013
C 0.134428 0.011812 -2.169955 0.00 -0.90 0.15 -0.007
H 0.869348 -3.103348 -5.366419 -0.01 -0.04 -0.07 0.000
H 1.523267 -2.776670 -3.749721 0.00 -0.04 0.02 0.000
H 1.703598 -1.577199 -5.032218 0.02 0.02 0.01 0.000
H -1.190376 -1.638115 -6.174110 0.01 -0.05 -0.06 0.000
H -0.204354 -0.220075 -5.788115 0.01 0.05 0.01 0.000
H -1.805759 -0.399039 -5.069910 -0.05 0.00 0.00 0.000
H -1.453518 -3.495975 -4.546550 -0.01 -0.07 -0.06 0.000
H -2.208752 -2.372725 -3.407026 -0.02 0.02 0.00 0.000
H -0.829735 -3.343138 -2.892338 0.02 -0.01 0.04 0.000
```
Positions in Å, forces in eV/Å.